Molecular formula: C4H14N3O
Method: DFT, ωB97M-V with the def2-TZVPD basis set

Properties
net charge: +1
ΔE to the lowest compared entry with this formula, charge and spin: 91.3 kJ/mol
gap between HOMO and LUMO: 10.416 eV
multiplicity: 1
molar mass: 120.176 g/mol

The geometry in XYZ format:
```
22
Properties=species:S:1:pos:R:3:forces:R:3:lowdin_charge:R:1
C 0.92487 1.43796 -1.08079 0.94 0.02 -2.61 -0.1816
C -0.46154 0.88818 -1.30461 -0.76 0.60 1.08 -0.1659
C -0.68127 -0.61067 -1.11975 0.66 -0.16 0.53 -0.2058
N -1.28439 -2.99509 0.15817 -0.04 -0.33 -0.71 0.1157
C -0.24627 -2.21418 0.56069 -0.47 -0.77 0.36 -0.2728
N 0.07945 -1.11339 0.03202 0.63 0.93 -0.15 -0.0194
N 1.47947 1.16561 0.25336 0.40 0.52 -0.28 0.1687
H 0.98940 2.48079 -1.37701 -0.40 0.47 0.85 0.1303
H 1.61427 1.07213 -1.85188 0.11 -0.75 0.44 0.1358
H -0.84429 1.21876 -2.26649 0.24 -0.07 -0.22 0.1260
H -1.08097 1.44602 -0.58925 -0.24 -0.32 0.05 0.1209
H -0.33809 -1.15427 -1.99695 -0.09 -0.07 -0.34 0.1259
H -1.73690 -0.80386 -0.95956 -0.33 0.02 -0.22 0.1155
H -1.41369 -3.91028 0.55793 0.20 0.08 0.22 0.1049
H -1.45123 -3.00019 -0.83912 -0.32 0.09 0.12 0.0973
H 0.28332 -2.59198 1.43133 0.09 0.22 0.06 0.1286
H 2.49074 1.28623 0.29144 -0.12 0.51 0.08 0.1726
H 1.30754 0.16244 0.39563 -0.73 -0.84 0.40 0.0975
H 0.97482 1.70834 0.96721 0.22 -0.24 0.41 0.1121
H -0.09636 1.09987 3.19681 -0.09 0.25 -0.01 0.0679
H -0.49323 2.58723 2.95857 0.00 -0.11 0.12 0.0684
O -0.01564 1.84035 2.58228 0.11 -0.06 -0.19 -0.0426
```
Forces are in eV/Å.

***

Molecular formula: C4H14N3O
Method: DFT, ωB97M-V with the def2-TZVPD basis set

Properties
net charge: +1
ΔE to the lowest compared entry with this formula, charge and spin: 286.1 kJ/mol
gap between HOMO and LUMO: 9.825 eV
multiplicity: 1
molar mass: 120.176 g/mol

The geometry in XYZ format:
```
22
Properties=species:S:1:pos:R:3:forces:R:3:lowdin_charge:R:1
C -1.63866 -0.89776 0.92547 -1.77 -3.58 2.00 -0.2866
C -0.46068 -0.33205 1.70579 1.11 0.92 -1.82 -0.1310
C 0.49564 0.40596 0.71664 0.34 -0.52 2.67 -0.2164
C 1.79970 0.14233 0.84211 -0.72 1.16 0.53 -0.1446
N 2.73334 0.73448 0.00014 0.46 0.57 -0.91 0.0449
N -0.07333 1.35828 -0.27114 0.74 -2.20 0.19 0.2479
N -1.42171 -1.70810 -0.28412 0.76 1.87 -0.81 0.0007
H -2.55220 -0.31571 0.82186 0.38 0.80 -0.10 0.1125
H -2.01320 -1.69480 1.62061 -0.07 0.90 0.03 0.1252
H 0.16815 -1.10900 2.13550 -0.15 -0.49 -0.51 0.1078
H -0.69237 0.19345 2.63934 -0.64 0.65 -0.63 0.1280
H 2.05652 -0.36933 1.78981 0.30 -0.09 -0.94 0.1372
H 2.92157 0.26424 -0.87782 0.10 0.04 0.35 0.0948
H 3.54963 1.20640 0.37672 -0.23 -0.54 0.09 0.1019
H -1.00208 1.60172 0.02003 -0.62 0.40 0.08 0.1580
H -0.14296 0.75654 -1.11095 -0.56 0.88 -0.53 0.1040
H 0.48511 2.17704 -0.50979 0.34 -0.04 0.24 0.1717
H -1.49518 -2.70892 -0.17224 -0.17 0.27 0.02 0.0775
H -2.00301 -1.34419 -1.03926 0.25 -0.74 0.27 0.0679
H 0.54542 0.38280 -2.96498 -0.41 -0.10 -0.63 0.0657
H -0.98613 0.35426 -3.37468 0.79 0.23 0.09 0.0835
O -0.27356 0.90235 -2.98905 -0.23 -0.40 0.32 -0.0504
```
Forces are in eV/Å.

***

Molecular formula: C4H14N3O
Method: DFT, ωB97M-V with the def2-TZVPD basis set

Properties
net charge: +1
ΔE to the lowest compared entry with this formula, charge and spin: 643.8 kJ/mol
gap between HOMO and LUMO: 4.960 eV
multiplicity: 1
molar mass: 120.176 g/mol

The geometry in XYZ format:
```
22
Properties=species:S:1:pos:R:3:forces:R:3:lowdin_charge:R:1
C 0.57326 -1.85606 0.20576 0.26 0.18 -0.09 -0.3014
C -0.81446 -1.24178 0.03220 0.08 -0.86 -0.08 -0.1143
C -0.78930 0.27019 -0.11962 -0.28 -1.98 -0.75 -0.3627
C 0.26612 0.95588 0.24492 -2.08 2.37 0.10 0.3893
N 1.62488 3.52851 -2.22339 -0.32 -0.40 0.41 0.0048
N -1.99038 0.77514 -0.56439 0.70 0.91 0.99 0.2113
N 0.59197 -3.27653 0.28852 -0.05 0.27 0.17 0.0570
H 1.20247 -1.55058 -0.64245 -0.04 0.12 -0.06 0.1303
H 1.01816 -1.43354 1.11484 0.03 -0.08 0.02 0.1176
H -1.30682 -1.69854 -0.82973 -0.07 0.28 -0.07 0.1382
H -1.43217 -1.45000 0.91829 0.07 0.17 -0.06 0.1409
H 0.61358 1.98407 0.08825 1.47 -0.74 -0.33 0.1190
H 2.00147 4.06590 -2.99550 0.03 -0.05 0.11 0.0209
H 1.00314 2.82349 -2.60462 0.09 0.12 -0.23 -0.0049
H -2.80275 0.23634 -0.28017 0.05 0.05 -0.09 0.1407
H -2.12068 1.78526 -0.49057 -0.09 -0.33 -0.14 0.1422
H 2.37784 3.02766 -1.76383 0.18 0.20 -0.24 0.0020
H 0.33173 -3.65462 1.18455 -0.07 -0.13 -0.03 0.0950
H 0.20878 -3.77751 -0.49864 0.07 -0.04 0.05 0.0943
H -0.09137 0.39891 2.23451 0.22 0.44 -0.03 -0.0376
H -0.13199 0.27346 3.75391 0.13 0.29 0.62 0.0501
O -0.33346 -0.18565 2.94716 -0.37 -0.75 -0.26 -0.0326
```
Forces are in eV/Å.

***

Molecular formula: C4H14N3O2PS3
Method: DFT, ωB97M-V with the def2-TZVPD basis set

Properties
ΔE to the lowest compared entry with this formula, charge and spin: 82.1 kJ/mol
gap between HOMO and LUMO: 8.728 eV
multiplicity: 1
molar mass: 263.350 g/mol

The geometry in XYZ format:
```
27
Properties=species:S:1:pos:R:3:forces:R:3:lowdin_charge:R:1
C -3.12631 -1.10498 0.06256 0.27 1.20 0.37 -0.0931
C -2.52913 1.08956 1.28422 -0.36 -0.84 4.13 -0.1178
C -1.95217 0.78867 -1.17872 0.14 1.03 2.10 -0.0587
C -2.13892 0.12744 0.20331 0.09 -0.19 0.22 -0.7273
N 4.34518 1.35357 -0.54212 2.09 0.18 0.63 -0.3968
N 3.75124 -1.50569 0.45062 3.86 -1.40 -0.36 -0.4775
N -0.44453 -1.46434 -0.72632 0.93 -1.64 -0.40 -0.3925
O 1.41054 0.81898 -1.62398 0.17 -0.26 -0.03 -0.3760
O 0.49960 0.62029 0.80496 -0.21 -1.28 -0.86 -0.5587
P 1.69185 0.33223 -0.26414 -0.05 1.01 -0.31 0.0490
S 3.15526 1.46586 0.65366 -0.54 0.26 1.15 0.6487
S 2.23560 -1.71045 -0.06977 -1.90 -0.10 -0.90 0.6646
S -0.59833 -0.78306 0.63265 -1.14 0.90 1.43 0.9407
H -4.12935 -0.68343 -0.24984 1.22 -0.74 -0.26 0.1040
H -2.52768 -1.78048 -0.60926 -1.73 0.39 0.33 0.0720
H -3.33178 -1.55852 1.04620 0.36 -0.10 -0.29 0.0744
H -1.92380 1.97561 1.51154 0.05 -0.13 -0.98 0.0794
H -2.47378 0.57910 2.35724 0.06 0.43 -2.00 0.1161
H -3.58968 1.35992 1.32745 0.12 0.15 -0.77 0.0817
H -2.94686 0.55072 -1.54157 0.23 0.79 -1.30 0.0758
H -1.71393 1.88951 -0.97720 -0.58 -1.48 -0.78 0.1162
H -1.11035 0.29750 -1.65593 -0.42 0.19 -0.76 0.0404
H 5.18466 1.89657 -0.20891 -1.27 -0.84 -0.55 0.0525
H 4.00478 1.75190 -1.38239 -0.27 0.65 -0.98 -0.0026
H 4.48067 -2.01510 -0.13164 -1.35 1.20 0.62 0.0766
H 3.86791 -1.87657 1.36874 0.06 0.06 0.84 0.0164
H -0.09070 -2.41482 -0.54135 0.17 0.55 -0.27 -0.0075
```
Forces are in eV/Å.

***

Molecular formula: C4H14N3S
Method: DFT, ωB97M-V with the def2-TZVPD basis set

Properties
net charge: +1
ΔE to the lowest compared entry with this formula, charge and spin: 407.8 kJ/mol
gap between HOMO and LUMO: 6.259 eV
multiplicity: 1
molar mass: 136.244 g/mol

The geometry in XYZ format:
```
22
Properties=species:S:1:pos:R:3:forces:R:3:lowdin_charge:R:1
C -1.37350 -0.12284 -3.14701 0.27 -1.91 -3.04 -0.3492
C 0.03700 -2.53582 -2.60383 -3.50 0.21 -0.17 -0.4211
S -0.74423 -1.69336 -4.08544 0.18 1.37 2.69 0.7030
H -0.91331 0.09398 -2.24285 1.79 0.29 1.32 -0.0161
H -1.18054 0.58588 -3.95132 -0.71 0.58 0.64 0.0159
H -2.36773 -0.34639 -2.84995 -1.21 0.24 -0.47 0.0086
H -0.60329 -2.44159 -1.67181 -0.17 -0.42 -1.35 0.0436
H 0.87934 -2.03807 -2.21469 1.95 -0.17 -0.62 0.0016
H -0.08476 -3.53806 -3.02681 1.39 -0.19 1.00 0.0139
C -0.59687 0.06863 3.67009 -4.55 -3.01 -1.24 -0.1069
C 0.91730 1.55354 2.62397 -1.96 1.54 -0.26 -0.3634
N -0.42777 1.38034 2.98814 5.66 -3.83 1.63 0.0603
N 2.01007 1.11994 3.34438 -2.17 1.18 -0.79 0.2223
N 1.15587 2.15647 1.42249 0.70 2.71 -0.54 0.1422
H -1.32097 1.83029 2.85790 0.82 0.81 -1.01 0.1562
H 2.01086 1.07291 4.35280 -0.61 -0.23 0.12 0.1348
H 2.88933 1.47400 3.00405 0.18 -0.27 -0.55 0.1292
H 1.58665 3.15599 1.41156 -0.44 -2.68 0.14 0.1812
H 0.49458 2.06636 0.63051 0.21 -0.06 1.28 0.1320
H -1.73172 0.06894 3.59059 1.09 -0.86 0.44 0.1018
H -0.47748 -0.24009 4.68373 0.91 1.67 1.42 0.0628
H -0.34395 -1.02877 3.24893 0.16 3.06 -0.64 0.1473
```
Forces are in eV/Å.

***

Molecular formula: C4H14N4
Method: DFT, ωB97M-V with the def2-TZVPD basis set

Properties
ΔE to the lowest compared entry with this formula, charge and spin: 370.7 kJ/mol
gap between HOMO and LUMO: 8.975 eV
multiplicity: 1
molar mass: 118.184 g/mol

The geometry in XYZ format:
```
22
Properties=species:S:1:pos:R:3:forces:R:3:lowdin_charge:R:1
C -0.64762 -0.33007 -2.25803 -0.23 0.11 0.21 -0.1327
C -0.37388 0.78327 -1.26705 -2.36 0.74 1.14 -0.1931
C -1.22306 0.53552 0.19760 1.97 0.11 -2.65 -0.3879
N -1.85832 1.76278 0.56502 -0.03 0.11 0.06 0.0372
N -0.38396 -0.00078 1.21622 0.15 0.51 1.36 -0.0880
N 0.50502 -1.00617 0.90723 1.30 0.41 -1.83 -0.2395
C 1.88892 -0.50409 0.13817 0.28 -1.45 3.02 -0.0278
N 0.73802 -1.70289 2.13088 0.73 -0.08 -0.65 0.0087
H -0.14863 -1.24717 -1.94746 0.12 -0.07 -0.25 0.0598
H -1.71889 -0.54270 -2.29375 0.02 -0.01 0.04 0.0681
H -0.37239 -0.01999 -3.26443 0.28 -0.23 -0.08 0.0661
H -0.86170 1.70422 -1.59224 -0.30 -0.10 -0.33 0.0808
H 0.66395 1.10572 -1.27439 0.12 -0.52 0.73 0.0641
H -2.00731 -0.19545 -0.01171 0.07 0.00 -0.31 0.1304
H -2.57970 1.62984 1.26153 0.18 0.08 0.11 0.0751
H -1.19837 2.48085 0.84582 -0.15 -0.10 0.06 0.0763
H -0.04178 0.68432 1.89314 0.08 0.03 -0.36 0.1179
H 2.09796 0.55852 0.06259 -0.82 0.18 -0.04 0.0491
H 2.63441 -0.83626 0.88227 -0.02 0.11 -0.09 0.0435
H 2.25944 -1.02557 -0.75139 -1.21 -0.03 -0.18 0.0633
H 1.15450 -2.60009 1.90591 -0.22 -0.12 -0.22 0.0707
H 1.47339 -1.23382 2.65408 0.06 0.32 0.26 0.0581
```
Forces are in eV/Å.